(1)
Below is a cluster of 2 separate species, C15H23BrFN2O3 in total, with properties calculated with the ωB97M-V functional and the def2-TZVPD basis.

Each line ends with the natural charge from an NBO analysis.
Geometry (Å):
C (2.88572, -1.99931, 1.86850)  -0.61
C (1.80657, -2.13553, 0.74909)  -0.23
C (2.46771, -2.89439, -0.41890)  -0.61
C (0.54986, -2.83501, 1.28472)  -0.38
C (-0.58074, -3.03352, 0.23328)  -0.45
C (-1.47043, -1.82296, 0.15410)  0.33
C (-1.01950, -0.69528, -0.47960)  -0.23
C (-1.83686, 0.39890, -0.51733)  -0.05
C (-3.08896, 0.36974, 0.09389)  -0.23
C (-3.95739, 1.62948, 0.07214)  0.70
O (-4.79580, 1.81421, -0.75794)  -0.39
N (-3.68502, 2.57000, 1.17275)  -0.67
C (-2.34342, 3.00092, 1.06726)  0.95
O (-1.92189, 3.68050, 0.17832)  -0.53
F (-1.51115, 2.55704, 2.01923)  -0.31
C (-3.49692, -0.76725, 0.68659)  0.19
Br (-5.19316, -0.85592, 1.52289)  0.20
N (-2.68075, -1.82467, 0.69053)  -0.46
H (2.49697, -2.22737, 2.86242)  0.21
H (3.36699, -1.02279, 1.81434)  0.23
H (3.67529, -2.72861, 1.66335)  0.21
H (1.55166, -1.10642, 0.46762)  0.20
H (2.92535, -3.81034, -0.04179)  0.22
H (1.79631, -3.08289, -1.26040)  0.19
H (3.27599, -2.25583, -0.78801)  0.23
H (0.84368, -3.84559, 1.59405)  0.23
H (0.16473, -2.33732, 2.18076)  0.21
H (-1.20735, -3.84575, 0.62152)  0.22
H (-0.19226, -3.25872, -0.75700)  0.26
H (-0.04317, -0.62312, -0.93503)  0.28
H (-1.57509, 1.33121, -1.00235)  0.26
H (-3.67878, 1.97802, 2.01145)  0.39
H (-3.00203, -2.68181, 1.13167)  0.45
C (2.30593, 3.66517, -1.03926)  -0.63
C (1.87082, 2.24773, -1.36870)  0.09
C (1.16881, 2.18273, -2.71661)  -0.63
O (0.99155, 1.76253, -0.34329)  -0.74
H (1.44035, 4.33095, -0.98242)  0.21
H (2.79941, 3.69776, -0.06762)  0.22
H (2.99283, 4.05214, -1.79222)  0.22
H (2.74042, 1.58909, -1.37572)  0.18
H (0.26731, 2.80347, -2.71220)  0.20
H (0.85399, 1.15978, -2.93868)  0.20
H (1.82053, 2.52582, -3.51973)  0.23
H (0.22192, 2.34323, -0.32566)  0.46

Cartesian forces (eV/Å) of the 3 atoms listed first:
-0.08 -0.44 -0.60
0.41 0.08 0.55
-0.17 0.88 0.17

Results
Multiplicity: 1
LUMO (eV): -4.61
HOMO (Ha): -0.4792
DFT total energy (eV): -97804.21429
F_max (eV/Å): 2.1
Charge: +1

=====

(2)
Below is a structure of composition C15H23BrN5O2S2Ti, with properties calculated with the ωB97M-V functional and the def2-TZVPD basis.

Each line ends with the Löwdin spin population.
Geometry (Å):
Ti (0.38527, -0.16302, -0.25650)  1.51
C (-1.33044, -2.73482, -0.94237)  0.00
C (-0.59296, -2.31665, -2.20083)  0.00
N (0.72540, -1.71868, -1.85568)  0.01
C (1.79950, -2.71301, -1.59238)  0.01
C (1.85076, -3.24109, -0.15862)  0.01
S (1.52516, -1.98000, 1.12212)  0.02
C (0.05092, -2.69209, 1.94322)  0.01
C (-1.31414, -2.15754, 1.46608)  0.00
N (-1.28481, -1.65248, 0.07243)  0.01
H (-0.86073, -3.61464, -0.50702)  0.00
H (-2.35360, -3.01956, -1.18129)  0.00
H (-1.15881, -1.55071, -2.71993)  0.00
H (-0.47378, -3.16557, -2.87380)  0.00
H (1.02553, -1.16879, -2.65376)  0.00
H (2.73955, -2.22019, -1.81856)  0.00
H (1.70809, -3.56241, -2.27219)  0.00
H (2.84197, -3.64830, 0.02854)  0.00
H (1.14304, -4.05038, 0.00412)  0.00
H (0.16550, -2.47813, 3.00298)  0.00
H (0.13541, -3.77054, 1.83315)  0.00
H (-1.61032, -1.32839, 2.09195)  0.00
H (-2.05753, -2.94749, 1.57382)  0.00
H (-2.08172, -1.03120, -0.04102)  0.00
Br (3.28482, 0.66200, -2.05758)  0.01
C (2.81191, 1.71199, -0.55130)  0.05
C (3.55830, 2.82220, -0.24596)  -0.01
C (3.20644, 3.56923, 0.87125)  0.07
C (2.12032, 3.16464, 1.63112)  -0.01
C (1.42530, 2.04076, 1.25851)  0.06
N (1.74620, 1.29895, 0.15577)  0.02
C (0.19081, 1.57474, 1.97904)  0.03
O (-0.23876, 2.15260, 2.95032)  0.05
O (-0.34740, 0.53910, 1.37617)  0.01
H (4.39823, 3.09267, -0.86993)  0.00
H (3.77784, 4.44976, 1.13718)  0.00
H (1.79125, 3.69405, 2.51508)  0.00
S (-0.42314, 1.24502, -2.18152)  0.03
C (-1.48414, 1.81891, -0.98219)  0.04
N (-1.33840, 2.90691, -0.24020)  0.02
C (-2.44244, 3.11377, 0.70738)  0.00
C (-3.51937, 2.19964, 0.10701)  0.00
N (-2.71745, 1.28263, -0.72773)  0.02
H (-0.44792, 3.37047, -0.16478)  0.00
H (-2.74445, 4.15599, 0.71952)  0.00
H (-2.14656, 2.80771, 1.70872)  0.00
H (-4.22738, 2.74966, -0.51040)  0.00
H (-4.06144, 1.65971, 0.87525)  0.00
H (-3.14984, 0.84255, -1.52520)  0.00

Cartesian forces (eV/Å) of the 3 atoms listed first:
0.51 -1.78 -1.49
0.16 0.16 0.29
0.30 0.19 0.23

Results
Multiplicity: 3
LUMO (alpha / beta) (eV): -2.65 / -2.81
HOMO (alpha / beta) (Ha): -0.3197 / -0.4426
DFT total energy (eV): -142300.28046
F_max (eV/Å): 2.4
Charge: +1

=====

(3)
Below is a structure of composition C15H23ClGaO2, with properties calculated with the ωB97M-V functional and the def2-TZVPD basis.

Each line ends with the natural charge from an NBO analysis.
Geometry (Å):
C (4.03705, 1.87611, 3.75293)  -0.39
C (3.67671, 1.45242, 2.66941)  -0.43
Ga (2.97182, 0.56880, 0.96711)  1.53
C (3.67487, 1.52428, -0.67641)  -1.19
C (0.92857, 0.64737, 1.11238)  -0.92
C (0.27458, 1.63834, 0.21443)  -0.10
C (0.85493, 3.03113, 0.32020)  -0.64
Cl (-1.53592, 1.76750, 0.67744)  -0.22
O (3.47446, -1.25335, 1.08725)  -0.91
C (4.05518, -1.81846, -0.04288)  -0.06
C (3.06216, -2.34504, -1.07603)  0.07
C (1.70159, -2.68424, -0.49241)  -0.64
O (2.92631, -1.40159, -2.15030)  -0.72
H (4.19486, 2.02358, 4.77221)  0.20
H (4.51176, 1.04524, -1.16542)  0.21
H (2.87395, 1.55790, -1.40512)  0.20
H (3.93295, 2.55011, -0.45528)  0.21
H (0.68753, 0.93661, 2.12744)  0.22
H (0.51430, -0.34249, 0.96729)  0.21
H (0.25239, 1.28635, -0.80410)  0.20
H (0.05547, 3.74611, 0.20430)  0.21
H (1.32667, 3.20910, 1.27531)  0.22
H (1.55054, 3.22649, -0.47868)  0.22
H (4.62284, -2.69333, 0.28606)  0.14
H (4.77862, -1.16139, -0.51685)  0.16
H (3.48600, -3.25789, -1.49844)  0.13
H (0.99391, -1.89842, -0.71277)  0.21
H (1.34603, -3.59530, -0.96320)  0.19
H (1.72987, -2.86564, 0.56946)  0.24
H (2.13701, -1.65831, -2.62696)  0.45
C (-5.99008, -1.60670, -1.18036)  -0.22
C (-7.00898, -1.02691, -0.43736)  -0.23
C (-6.77534, 0.15193, 0.25739)  -0.22
C (-5.52532, 0.75403, 0.20300)  -0.20
C (-4.50652, 0.17711, -0.54187)  -0.21
C (-4.73933, -1.00555, -1.23068)  -0.21
H (-6.17047, -2.52836, -1.71970)  0.20
H (-7.98509, -1.49454, -0.39869)  0.20
H (-7.56809, 0.60151, 0.84243)  0.20
H (-5.34249, 1.67430, 0.74284)  0.21
H (-3.53348, 0.64872, -0.58241)  0.24
H (-3.94329, -1.45954, -1.80681)  0.21

Cartesian forces (eV/Å) of the 3 atoms listed first:
-0.59 -0.67 -1.15
0.09 -0.07 0.06
0.15 0.42 0.12

Results
Multiplicity: 1
LUMO (eV): 2.75
HOMO (Ha): -0.1871
DFT total energy (eV): -84921.60982
F_max (eV/Å): 1.5
Charge: -1

=====

(4)
Below is a structure of composition C15H23ClORu, with properties calculated with the ωB97M-V functional and the def2-TZVPD basis.

Each line ends with the Löwdin spin population.
Geometry (Å):
C (2.16158, -4.22824, -1.28757)  0.00
C (0.90028, -4.26676, -2.08970)  0.00
C (3.18379, -3.22501, -1.69231)  0.00
C (2.01222, -4.47944, 0.17836)  0.00
Cl (-0.60335, -1.17795, 0.22696)  0.36
H (4.11639, -3.55564, -2.16283)  0.00
H (3.51290, -2.65720, -0.80304)  0.00
H (2.74573, -2.51997, -2.42085)  0.00
H (0.69860, -5.12418, -2.74398)  0.00
H (0.86076, -3.39646, -2.76696)  0.00
H (0.02421, -4.23655, -1.41745)  0.00
H (2.35224, -5.43219, 0.60275)  0.00
H (0.94661, -4.42584, 0.46587)  0.00
H (2.57359, -3.71512, 0.74480)  0.00
C (-1.44521, 2.66864, -1.14138)  0.22
C (-0.01546, 2.56945, -1.22628)  -0.02
C (0.28652, 1.30843, -1.89556)  0.06
H (0.71429, 3.35133, -1.06566)  0.00
C (-0.99026, 0.61058, -2.08278)  0.20
C (-2.02449, 1.46198, -1.58168)  0.05
H (-3.07544, 1.18457, -1.56083)  0.00
H (-1.99509, 3.55352, -0.87107)  0.01
H (1.24393, 0.94700, -2.29570)  0.02
H (-1.09282, -0.36306, -2.58951)  0.01
C (-0.56664, 0.98127, 2.81158)  0.07
C (-0.31059, 2.28114, 2.34168)  0.22
C (0.89995, 2.28126, 1.56855)  -0.02
H (-0.89835, 3.15853, 2.56123)  0.01
C (1.48566, 0.94608, 1.71512)  0.06
C (0.54557, 0.15014, 2.49193)  0.23
H (0.70250, -0.89657, 2.79308)  0.01
H (-1.46131, 0.64178, 3.33721)  0.00
H (1.42962, 3.12992, 1.15326)  0.00
H (2.47879, 0.59823, 1.42508)  0.01
Ru (0.03750, 0.87271, 0.16613)  2.48
C (-3.55166, 3.87510, 1.48728)  0.00
O (-3.10408, 2.51873, 1.46556)  0.01
H (-3.57297, 4.25091, 0.45739)  0.00
H (-2.82088, 4.45238, 2.06652)  0.00
H (-4.53588, 3.96858, 1.94628)  0.00
H (-3.84875, 1.93793, 1.68853)  0.00

Cartesian forces (eV/Å) of the 3 atoms listed first:
-1.68 2.44 1.04
-0.17 0.04 -0.24
0.20 0.37 -0.08

Results
Energy relative to the best compared isomer or geometry (same formula, charge and spin) (eV): 0.2447
Multiplicity: 5
LUMO (alpha / beta) (eV): -8.87 / -8.87
HOMO (alpha / beta) (Ha): -0.4949 / -0.5597
DFT total energy (eV): -33057.85960
F_max (eV/Å): 4.4
Charge: +2

=====

(5)
Below is a structure of composition C15H23F3IrNO2P, with properties calculated with the ωB97M-V functional and the def2-TZVPD basis.

Each line ends with the Löwdin spin population.
Geometry (Å):
C (1.09503, 2.76345, -2.85341)  0.07
C (-0.15322, 2.70637, -2.24941)  0.21
C (-0.41620, 1.81537, -1.20528)  0.29
C (0.62936, 1.04511, -0.66690)  0.16
C (1.86797, 1.05018, -1.34048)  0.22
C (2.10934, 1.92468, -2.39634)  0.27
C (-1.80685, 1.79931, -0.65231)  0.06
C (-2.33153, 0.47815, -0.09796)  0.03
N (-1.74844, -0.75988, -0.76456)  0.03
Ir (0.44926, 0.02439, 1.03577)  2.29
C (2.94315, 0.11916, -0.89268)  0.04
P (2.14559, -1.07584, 0.26690)  0.20
H (-0.96345, 3.34933, -2.59731)  0.01
H (3.09696, 1.93291, -2.85895)  0.01
H (1.28042, 3.44979, -3.67752)  0.00
H (3.75726, 0.62624, -0.35251)  0.02
H (3.39507, -0.43381, -1.72891)  0.01
H (-1.89365, 2.52941, 0.16717)  0.02
H (-2.50254, 2.13179, -1.43668)  0.00
H (-2.20710, 0.37699, 0.97908)  0.01
C (3.45270, -1.58477, 1.39919)  0.05
C (1.88249, -2.51903, -0.80847)  0.08
H (-3.41477, 0.45064, -0.28098)  0.00
C (-2.93743, -1.40443, -1.47665)  0.01
C (-1.24459, -1.88299, 0.04851)  0.13
H (1.77074, 0.35271, 2.18866)  0.29
H (-3.66355, -1.72276, -0.72017)  0.00
H (-3.39633, -0.67318, -2.15025)  0.00
H (-2.58831, -2.26977, -2.05023)  0.00
H (-2.06533, -2.20729, 0.69567)  0.01
H (-0.96486, -2.68048, -0.64476)  0.00
H (-0.37527, -1.66321, 0.71527)  0.05
H (2.85721, -2.94357, -1.08145)  0.01
H (1.30519, -3.27740, -0.26678)  0.00
H (1.35056, -2.23765, -1.72543)  0.00
H (4.41367, -1.15992, 1.08476)  0.01
H (3.20350, -1.22237, 2.40180)  0.02
H (3.50732, -2.67949, 1.41387)  0.00
H (-1.27556, -0.54620, -1.67322)  0.00
F (-1.69790, 0.19628, 5.31023)  0.00
C (-1.87119, 1.03473, 4.26442)  0.01
F (-3.17933, 0.98642, 3.87564)  0.00
F (-1.58307, 2.29814, 4.65413)  0.00
C (-0.97525, 0.61240, 3.05950)  0.06
O (-0.65927, -0.59659, 2.87442)  0.11
O (-0.59779, 1.48667, 2.21465)  0.19

Cartesian forces (eV/Å) of the 3 atoms listed first:
-0.38 0.45 -0.25
0.70 1.30 -1.94
-0.06 -0.39 1.44

Results
Energy relative to the best compared isomer or geometry (same formula, charge and spin) (eV): 0.8137
Multiplicity: 6
LUMO (alpha / beta) (eV): -6.91 / -11.03
HOMO (alpha / beta) (Ha): -0.4327 / -0.5976
DFT total energy (eV): -41769.13999
F_max (eV/Å): 4.3
Charge: +2